The following is a DFT calculation (ωB97M-V/def2-TZVPD) of a single C3H5N3 molecule.

The geometry in XYZ format:
```
11
Properties=species:S:1:pos:R:3:forces:R:3:mulliken_charge:R:1
C 0.60727 -1.52715 0.26457 -0.061 -0.173 0.163 -0.76
N 0.09703 -0.25961 -0.19968 0.187 0.395 -0.122 0.50
C -0.71778 0.61192 0.44115 0.095 -0.375 0.719 0.03
C -0.66436 1.73749 -0.31612 0.144 0.473 -0.132 -0.53
N 0.16815 1.52096 -1.36804 -0.021 -0.114 -0.021 -0.38
N 0.63265 0.31594 -1.28853 -0.232 -0.057 0.174 -0.47
H 0.95666 -2.10967 -0.59077 -0.122 0.151 0.153 0.28
H 1.43459 -1.36877 0.96477 -0.120 -0.061 -0.146 0.30
H -0.20475 -2.04351 0.77572 0.135 -0.145 -0.051 0.30
H -1.17791 0.41622 1.41239 0.155 -0.082 -0.617 0.33
H -1.10157 2.70176 -0.13066 -0.159 -0.011 -0.120 0.39
```
Forces are in eV/Å.

HOMO-LUMO gap, eV: 10.67
Relative energy (zero: lowest compared OMol25 entry of this formula, charge and spin), kcal/mol: 28.7

The following is a DFT calculation (ωB97M-V/def2-TZVPD) of a molecular structure, C6H8 at a distorted geometry.

The geometry in XYZ format:
```
14
Properties=species:S:1:pos:R:3:forces:R:3:mulliken_charge:R:1
C -0.47486 -1.05717 -0.35993 0.028 -0.311 -0.008 -0.62
C 0.85326 -0.45920 0.25537 0.509 -0.087 -0.063 -0.43
C 0.77851 0.55786 -0.90647 0.124 0.176 -0.245 -0.57
C -0.75408 0.44079 -0.64167 -0.129 0.012 -0.105 -0.25
C -0.83501 0.93941 0.80681 0.399 -0.921 0.494 -0.35
C 0.28779 0.41333 1.33574 0.415 -0.018 0.006 -0.56
H -1.18719 -1.56877 0.29925 0.291 0.050 -0.030 0.31
H -0.29880 -1.64737 -1.26602 0.041 0.015 0.110 0.28
H 1.70281 -1.09276 0.50074 0.144 0.142 -0.260 0.45
H 1.08490 0.11951 -1.85860 -0.136 0.081 0.029 0.29
H 1.26069 1.52543 -0.73749 -0.118 -0.105 -0.089 0.33
H -1.47706 0.77135 -1.39339 0.078 -0.081 0.325 0.42
H -1.49804 0.55626 1.58501 -1.642 1.575 -0.174 0.26
H 0.55706 0.50134 2.38064 -0.003 -0.529 0.011 0.42
```
Forces are in eV/Å.

HOMO-LUMO gap, eV: 9.63
Relative energy (zero: lowest compared OMol25 entry of this formula, charge and spin), kcal/mol: 61.9

The following is a DFT calculation (ωB97M-V/def2-TZVPD) of a molecular structure, C12H25N2O2P2Pt at a distorted geometry.

The geometry in XYZ format:
```
44
Properties=species:S:1:pos:R:3:forces:R:3:mulliken_spin:R:1
C 0.15777 3.09227 -0.68018 -0.192 -0.200 0.003 0.01
C 0.44520 1.94427 0.04146 1.531 -0.175 -1.433 0.06
N 0.89194 0.83362 -0.57618 -1.576 0.962 -1.696 0.01
C 0.80329 0.73453 -1.91777 0.325 0.653 -0.498 0.04
C 0.51339 1.85683 -2.70086 -0.025 -0.496 0.264 0.02
C 0.21006 3.05521 -2.07032 0.048 0.043 0.055 0.02
C 0.52059 1.90862 1.50405 -2.906 2.844 2.195 -0.02
P 0.57343 0.34901 2.33416 -0.115 -0.060 0.979 0.43
Pt 1.44041 -0.88411 0.53175 1.043 -0.761 0.441 1.01
P 0.85675 -2.00051 -1.44090 -0.719 0.316 -1.628 0.37
C 1.11682 -0.59656 -2.59635 0.136 0.019 0.239 0.00
O -5.24927 2.21204 0.66228 7.738 -0.697 3.786 0.00
O -2.52847 -0.34755 -1.39825 -3.492 -0.142 3.793 0.01
H -0.08756 3.99065 -0.13240 -0.115 0.112 -0.120 -0.01
H 0.54690 1.74889 -3.78403 -0.116 0.179 0.245 -0.01
H 0.01548 3.95173 -2.65474 0.026 -0.168 0.137 0.00
C 1.97527 0.45887 3.47917 0.223 -0.556 0.028 0.02
C -0.92364 0.11005 3.34735 0.109 -0.079 -0.005 0.07
H 0.50713 -0.74497 -3.49907 0.136 0.235 0.218 0.01
H 2.17537 -0.62501 -2.90274 -0.267 0.111 0.093 0.03
H -0.45011 2.42207 1.90734 1.356 -0.777 -0.704 0.01
H 1.25122 2.58982 1.93957 0.490 -0.061 -0.334 0.02
C 2.16301 -3.18016 -1.80506 0.168 -0.343 0.324 0.03
C -0.75624 -2.69458 -1.89884 0.141 -0.282 0.141 0.08
H -2.45243 -1.57374 0.86292 -0.028 -0.082 0.111 0.99
H -3.48140 -0.36565 -0.60293 4.224 0.557 -4.484 0.01
H -5.82423 2.87097 0.55030 -4.193 3.998 -1.023 0.00
H -4.46503 2.86321 1.26457 -3.504 -3.341 -2.779 0.00
H 3.05453 -0.75284 0.51896 0.548 0.312 -0.102 0.40
H -2.68378 0.10177 -2.24529 -0.970 0.095 0.663 0.01
H 1.76479 1.11496 4.33148 -0.064 -0.053 -0.176 0.02
H 2.18040 -0.55962 3.84493 -0.001 0.325 -0.022 0.00
H 2.86413 0.81227 2.93877 -0.276 -0.099 0.141 -0.02
H -0.86853 0.72776 4.26172 -0.064 -0.237 -0.383 0.02
H -1.80463 0.37673 2.75089 0.175 -0.085 0.198 0.00
H -0.98145 -0.95646 3.62120 0.002 0.390 -0.062 0.01
H -0.69640 -3.05050 -2.94676 -0.125 0.145 0.500 0.02
H -0.95468 -3.54096 -1.22513 -0.031 0.158 -0.261 0.00
H -1.54210 -1.92288 -1.75784 0.550 -0.536 -0.165 -0.03
H 1.97498 -3.69261 -2.75578 0.042 0.093 0.151 0.02
H 3.12916 -2.65699 -1.83311 -0.290 -0.187 0.026 -0.01
H 2.17725 -3.90797 -0.98014 0.099 0.088 -0.289 0.00
N 1.16020 -3.53538 2.15826 0.130 1.318 -0.800 0.12
C 1.28049 -2.53709 1.55355 -0.168 -3.536 2.236 0.24
```
Forces are in eV/Å.

Spin multiplicity: 5
HOMO-LUMO gap (alpha / beta), eV: 5.36 / 6.61
Total charge: +1
Relative energy (zero: lowest compared OMol25 entry of this formula, charge and spin), kcal/mol: 25.4